# C43H100BrFIN9O8P

8 unconnected molecules or ions with the total composition C43H100BrFIN9O8P in a non-equilibrium geometry (the ωB97M-V functional and the def2-TZVPD basis, the OMol25 dataset).

CARTESIAN COORDINATES (ANGSTROEM)
H: 5.7336 -2.2964 0.4643
H: -7.8715 -6.0561 1.6010
H: -3.7602 5.1824 -4.2375
H: -1.6234 6.9473 -1.9473
H: -6.8591 -8.1283 2.0892
H: 0.0372 -2.5028 2.7837
I: 0.5194 -4.6274 1.2649
H: 8.5102 0.4262 -1.1803
H: -1.3869 1.6436 -4.7414
C: 8.5366 0.8593 -0.1767
C: 8.3367 3.2093 -5.7181
N: -6.9301 -5.6926 3.4228
O: 7.0964 3.0798 -3.5620
H: 6.3243 0.7940 -1.4947
O: -1.1007 -0.2424 -4.0232
H: 0.1757 0.0390 6.7322
C: -6.1845 -7.3297 1.7810
H: 4.6767 4.5324 6.6946
C: -7.3489 -9.6953 -0.9121
H: -2.8820 7.2197 -5.3499
H: 7.3025 4.8240 -4.6627
F: 2.8451 1.8771 2.6115
C: 6.3476 -1.4526 0.1460
N: 0.9099 -2.2875 -4.4169
H: -8.9097 -7.1640 -3.7967
C: 1.9841 -0.4477 1.8121
H: 7.5890 3.2889 -1.5968
H: 0.4174 1.7979 6.3811
N: 0.8918 5.5574 8.3072
O: -3.8426 5.9295 -2.3077
C: 9.7362 3.6436 -5.2921
N: 8.3069 1.7467 -5.8257
H: 1.7443 -3.0850 3.0544
H: -2.4529 8.2236 -3.9583
C: -1.5665 0.2138 1.3237
H: -6.7818 -8.2523 -2.9729
C: -8.9234 -7.8028 -2.9084
H: 3.6518 3.5054 8.4058
C: 3.7598 4.7251 6.1327
H: -0.3910 -0.5666 3.6063
N: -1.0186 6.4804 -2.6191
H: -1.2547 5.4652 -4.4195
H: 1.5589 3.5812 1.0087
O: -7.4014 -8.2813 -0.9954
H: -0.6126 2.9202 1.2284
C: -1.4747 -1.5886 -4.2704
H: 4.8981 0.9533 1.9139
H: -7.2068 -6.7149 -2.2337
H: 2.0703 2.1499 0.0555
C: -0.1267 0.6798 1.0764
C: -1.2518 0.6335 -5.1312
C: 8.0267 3.4906 -2.5737
C: -9.3665 -9.1912 -3.3605
H: -3.7103 -5.9697 2.2223
H: 3.1961 6.7714 7.9946
C: -2.1212 7.3975 -4.5863
H: 2.8838 6.8798 9.7139
H: -5.1670 -0.8778 1.9496
H: 0.1869 4.8269 8.3628
H: -1.6202 -2.0353 -3.2821
H: -8.3527 -10.1192 -0.8512
C: -7.5086 -7.7642 -2.3099
H: 2.5055 0.0284 0.9802
Br: 1.9628 -1.2601 5.2509
H: 1.0172 5.7016 7.3082
H: -6.0379 -5.0899 0.1562
H: 6.4115 0.4662 2.0832
C: -0.4236 -2.4269 -5.0141
C: -3.1776 -1.4813 1.4552
N: 0.8647 0.5071 2.2046
H: -0.8821 0.8961 5.6415
C: -3.1060 5.3593 -3.3727
C: 2.6624 3.8248 8.0553
H: 1.0273 2.5270 2.8661
C: 6.1740 1.0440 -0.4368
H: 8.2897 1.3719 -4.8804
C: -1.8412 6.1325 -3.7796
C: 1.5566 1.8544 2.1804
P: -0.2991 2.3517 -1.2205
H: -1.1387 -1.8916 0.9415
C: 0.9829 -2.7979 2.3399
H: 1.8709 1.1932 4.7239
H: -6.8049 -10.1326 -1.7536
H: -2.1233 0.3750 -5.7371
O: -4.9517 -4.3730 1.7733
H: 6.6044 -1.6054 -0.9037
O: 0.2156 3.6557 -1.6840
N: -9.9243 -7.2645 -1.9814
H: -10.2211 -9.1110 -4.0318
O: 2.6613 3.9865 6.6441
H: -9.8095 -7.7463 -1.0928
H: -7.4733 -4.8452 3.5663
H: 7.2643 -1.4894 0.7321
H: -5.9968 -5.4407 3.7388
H: -5.1153 6.8738 -3.6655
H: 10.1111 3.0638 -4.4490
C: -0.1442 2.1720 0.5941
H: -2.3468 2.1043 1.8200
C: 2.1576 5.0441 8.8425
H: 0.8735 -2.6003 -3.4499
H: 7.4132 1.4620 -6.2174
C: -6.1756 -4.8301 1.2140
H: 0.1924 -2.9270 -7.0210
C: -4.1438 -0.5603 1.7837
H: -1.2135 7.7272 -5.0917
C: -0.3298 -2.1213 -6.5060
H: -1.6379 2.1880 -1.6351
H: 0.1313 0.1592 0.1524
N: -3.8551 0.7296 1.9058
H: 0.4474 1.3342 -1.8712
H: -0.3519 0.6388 -5.7481
H: -1.3218 -2.0282 -6.9524
H: -6.8282 -9.9532 0.0109
H: -0.7449 5.6213 -2.1484
H: -0.7270 -3.4735 -4.9181
H: 3.9148 4.4166 5.0978
H: 10.4387 3.5009 -6.1130
C: 5.5883 -0.1438 0.3419
H: 8.9439 2.9013 -2.6488
C: -2.5925 1.0501 1.6899
H: -5.2736 -7.4402 2.3713
H: -5.9383 -7.4898 0.7316
H: -5.4926 7.0612 -1.9437
H: -4.1400 7.9580 -2.6253
H: -2.4470 -1.6266 -4.7772
H: 2.7083 -0.6141 2.6088
N: 5.4959 0.1421 1.7806
H: 5.4389 1.8550 -0.4133
H: 9.7546 4.7004 -5.0174
H: 0.2240 -1.2047 -6.7073
H: -8.5668 -9.7047 -3.8985
C: 7.2157 3.7398 -4.8107
H: -3.8702 -5.6030 0.4749
H: 8.1607 3.6236 -6.7151
H: 4.5706 -0.3029 -0.0390
H: 1.9825 2.9906 8.2532
C: 0.1869 0.3533 3.5343
H: 6.2637 3.5695 -5.3204
C: 3.1610 6.1914 8.9164
H: 8.7065 0.0779 0.5662
H: -3.4690 -2.5274 1.3991
C: -4.6823 7.0116 -2.6710
C: 0.1583 0.8192 5.9766
H: 8.2530 4.5582 -2.6399
H: 0.8307 -1.7799 0.4675
C: 1.0971 0.4291 4.7604
H: -2.7916 4.3747 -3.0111
H: 1.1107 -1.2926 -4.3464
H: 4.1667 5.8228 9.1288
H: -0.5096 1.1887 3.6159
H: -9.6919 -6.2984 -1.7669
H: 1.9776 4.7073 9.8675
C: -6.8505 -5.9739 1.9847
H: -9.6763 -9.8192 -2.5259
C: -1.8806 -1.1465 1.1978
H: -6.8458 -3.9665 1.2394
C: 1.3800 2.5257 0.8152
O: 7.3553 1.5885 0.1194
H: -2.9391 -4.5408 1.5482
H: 9.3797 1.5475 -0.1218
C: 1.5396 -1.8221 1.2974
H: 3.5398 5.7937 6.1250
C: -3.8226 -5.1770 1.4808
H: 2.4412 -2.2922 0.8930

total charge: +1
HOMO-LUMO gap: 0.292 hartree
2S+1: 1
E_LUMO: -2.48 eV


# C43H110BN6O25

14 unconnected molecules or ions with the total composition C43H110BN6O25 in a non-equilibrium geometry (the ωB97M-V functional and the def2-TZVPD basis, the OMol25 dataset).

CARTESIAN COORDINATES (ANGSTROEM)
H: -2.2571 1.9520 4.8730
C: -5.4037 0.7644 5.8042
H: 3.7340 -6.9629 -6.0602
H: -4.5134 -0.0262 -3.4633
O: 4.5894 -0.2042 3.8575
O: -2.5985 3.3011 1.1705
N: -0.1209 -0.3230 -5.4487
H: 4.7703 0.5528 3.2944
H: 0.6980 7.1825 4.5120
H: -0.1410 -6.7077 -2.6910
C: 0.8412 -0.8119 0.7222
H: -6.7371 8.4069 -2.2309
H: 6.5351 -4.1332 -3.0068
H: -2.2036 0.8782 -4.2409
H: -0.7476 -1.2560 4.3272
H: -3.2338 6.2940 -3.7650
H: -0.1414 -1.3322 -3.6618
H: -3.4043 -2.5231 0.0976
H: 4.8230 -2.2580 3.7324
C: -2.8487 -3.1716 0.7720
C: -4.4310 4.8861 -0.8259
H: 5.4102 -1.9867 -1.2323
H: -3.7202 -0.2895 -1.9071
C: 1.5591 -5.9837 -5.4146
H: 0.9214 -6.5641 -0.5446
O: 1.9643 -4.8041 -0.8429
C: 0.6002 -2.7128 -9.0740
H: -0.3523 0.6129 -5.7737
N: -2.6735 6.6082 4.8892
N: -4.3637 4.2439 -2.1392
O: 0.5779 -1.8372 -1.4609
O: 4.8931 -2.9609 -3.7030
C: -3.0249 0.9852 1.8705
H: 2.5464 -3.4951 6.3431
O: -2.7116 -1.0102 -3.5776
C: -1.7288 -1.4519 4.7578
C: 5.8974 -1.1615 6.7841
O: -5.1589 2.0912 6.2810
H: -8.1674 -0.6191 3.4381
H: 1.6480 -3.0089 -9.1381
H: -6.6005 5.0616 -0.9123
C: 0.7242 -6.0361 -2.6054
C: -1.8100 0.1009 -3.5734
C: 3.8137 -2.2276 7.5217
H: 1.4894 -1.3272 3.8564
O: -0.0056 -0.1857 1.4845
H: -2.4051 -1.6991 3.9351
C: 3.2924 -2.7166 6.1527
H: -1.5751 -1.6135 -8.1786
H: 1.6244 -5.8199 -6.4979
O: -2.0624 -4.0650 -0.0140
H: 7.4115 1.9786 4.9348
C: -3.9115 -0.7408 -2.8913
C: 4.7367 -1.7842 -4.4607
H: 1.3240 -4.5941 1.1160
H: 2.9212 -3.9723 0.7598
O: -1.0868 -0.6049 -0.5192
H: -3.5364 2.6133 -4.1364
O: -3.5697 4.5477 -4.8084
H: -2.2903 4.6562 -2.2627
H: 0.2449 0.3514 -3.4774
H: 5.8625 -1.7565 5.8721
H: -7.0810 -1.4009 1.7695
C: 0.1055 -1.1785 -0.5910
H: -6.0134 -2.3352 2.8130
H: 4.1961 -5.2727 -6.4538
H: 6.7746 -3.2733 -4.5083
C: -6.4997 -1.3704 2.6982
O: -0.2541 6.5675 2.0712
C: -0.4127 -0.3396 -4.0154
C: 6.6224 0.1651 6.5730
H: 6.6160 -1.7549 7.3755
H: 2.5488 -0.4541 -6.6821
H: -4.3709 4.1605 -0.0191
H: 1.3992 -1.6436 -4.5979
H: -5.8320 0.7021 4.8020
N: 2.2962 -1.8208 -4.1478
H: 4.3672 -0.8084 -0.4325
C: -1.4241 6.2139 2.7797
C: -1.4928 6.9827 4.0946
H: 4.6442 -2.4242 0.2550
O: 2.8250 -1.6751 5.3380
C: -3.0126 3.8648 -2.5187
C: 6.6000 2.2574 5.6141
H: 5.9661 2.9729 5.0921
H: 7.4956 0.0343 5.9210
H: 7.0069 0.5306 7.5339
H: -1.8411 5.6586 -4.7708
H: -2.0567 -0.8322 -6.0754
H: 1.1321 -2.7614 4.6369
H: -2.4540 3.4202 3.8754
C: -6.6936 7.6798 -1.4222
H: -1.0445 3.2738 4.9862
H: 2.3946 -1.0346 -3.5105
H: 4.5537 -1.4879 2.2116
H: -4.3605 -1.7116 -2.6868
O: -1.5939 -2.4971 5.7091
O: -2.8222 3.5702 5.9368
H: 0.8528 6.0372 0.4266
H: -2.4705 -2.7868 5.9727
H: 4.7853 -0.8261 8.4013
C: 3.2875 -0.3716 -5.8863
H: -0.9028 6.0217 0.2223
H: 1.4412 -7.0670 -5.2778
H: -4.4851 0.1915 5.6898
H: -3.6531 3.0638 5.9470
H: 2.9556 -1.9130 8.1204
H: 0.5433 -1.8275 -9.7180
C: -2.0951 3.0317 4.8311
H: -6.5700 8.1970 -0.4673
H: -1.9414 3.4069 -4.3630
H: -0.0647 -3.4933 -9.4486
O: -3.9020 1.1334 2.6822
H: -0.5749 -5.5483 -5.0351
H: -5.7926 -0.5461 2.5921
C: 3.9077 -5.9594 -5.6548
O: 5.8041 1.1333 5.9352
H: 0.4421 -4.2126 -5.3704
C: -2.9215 5.8092 -4.6912
H: 1.6430 -6.5455 -2.9019
H: 5.4901 -1.6597 -5.2531
H: -5.9729 2.5815 6.1345
H: -2.3328 6.3421 2.1799
H: -3.5539 -3.7052 1.4164
O: 1.9662 -1.1362 0.9991
H: -2.7453 5.5932 4.9088
H: -4.6270 4.8980 -2.8705
C: -2.3347 2.1331 1.1031
H: -2.0621 -0.5410 5.2654
H: -0.2686 -0.4187 -8.0098
O: -2.4931 -0.1555 1.5108
H: -2.7021 2.9647 -1.9778
H: 4.7239 -6.0542 -4.9400
O: 0.2995 -2.3830 -7.7349
C: -2.9704 3.5346 -4.0127
H: 4.8890 -0.8707 -3.8663
H: 2.6448 -1.9991 -0.8980
H: -1.7743 0.4742 -2.5483
H: -1.5756 -4.6204 0.6025
H: -1.3938 5.1314 2.9595
O: -1.3353 1.5796 0.4592
H: 3.0766 0.4984 -5.2642
H: 3.2114 -2.5346 -5.8568
N: 0.6120 -4.8085 -3.4015
H: 6.1144 -1.2824 2.9338
H: -0.3805 7.5243 5.8257
C: 2.0023 -2.1792 4.3058
H: -6.0839 0.2778 6.5048
H: -7.6909 7.2222 -1.3791
O: 2.7996 -5.5632 -4.8773
O: -7.4526 -1.1751 3.7482
C: 0.4321 -5.1620 -4.8294
C: -0.2373 6.8585 4.9740
C: 0.8585 -5.6324 -1.1223
C: -5.7270 5.6896 -0.7089
H: -3.5646 5.5577 -0.7505
H: 7.0174 2.7736 6.4833
C: 6.2568 -3.2236 -3.5363
H: -0.0503 -5.0507 -0.9113
C: -1.0478 -1.2485 -6.1556
H: -0.0640 4.7025 1.0852
H: -1.0201 -2.2225 -5.6720
H: 6.8112 -2.4051 -3.0528
C: 2.2354 -4.7884 0.5336
H: -1.6349 8.0453 3.8653
H: 4.1300 -3.1900 5.6215
C: 4.4743 -1.8706 -0.6786
H: -3.2048 6.4308 -5.5388
H: -0.3051 -4.4595 -3.1217
O: -5.7206 6.6992 -1.7018
H: 2.6904 -5.7499 0.8059
H: -0.1311 5.8001 5.2191
C: -0.0877 5.7829 0.9155
H: 4.3716 -3.0189 8.0344
H: -2.1879 -2.5475 1.3741
N: 4.5858 -0.9572 7.4096
C: 5.0466 -1.3478 3.1799
O: 3.3797 -2.3953 -1.3899
H: 4.2668 -0.1449 -6.3331
C: -0.6658 -1.3621 -7.6128
H: -5.7391 5.9679 0.3509
H: 2.6016 -2.7158 3.5683
H: -2.4671 6.8540 5.8498
C: 3.3672 -1.7236 -5.1448
B: -1.2417 0.1496 0.7423

total charge: -1
HOMO-LUMO gap: 0.287 hartree
2S+1: 1
E_LUMO: 2.09 eV